(1)
Below is C16H13BrN6NiS2 as an isolated structure in a non-equilibrium geometry, with properties calculated with wB97M-V/def2-TZVPD.

The geometry in XYZ format:
```
39
Properties=species:S:1:pos:R:3:forces:R:3
Ni 10.128997 7.561501 11.275556 0.34 -0.29 -0.15
S 9.823247 7.582721 13.601182 0.03 0.15 0.13
C 9.124377 6.033184 13.206381 -0.22 -0.12 -0.25
S 9.826762 5.331401 11.761612 -0.29 -0.15 0.17
C 8.026366 5.514500 13.866323 0.69 0.32 -0.08
C 7.427082 4.283245 13.463328 -0.40 -0.07 -0.09
N 6.876807 3.329837 13.114996 0.30 0.25 0.16
C 7.387657 6.340272 14.846134 -0.50 0.27 0.08
N 6.830868 7.095487 15.523229 0.36 -0.52 -0.18
Br 5.252303 7.169220 5.625117 0.61 0.13 0.35
C 6.845928 7.233455 6.695512 0.17 -0.16 -0.25
C 8.072338 7.560134 6.124109 -0.16 -0.12 0.15
C 9.213654 7.536218 6.920981 0.01 0.31 -0.34
C 9.146164 7.233212 8.274568 -0.73 -0.35 -0.25
C 7.905679 6.891549 8.838579 0.44 0.26 -0.04
C 6.774564 6.890093 8.036673 -0.51 0.00 0.23
N 10.289455 7.302761 9.094969 -1.97 -0.01 0.68
C 11.440194 7.053985 8.692016 1.60 0.16 -0.21
C 12.526289 7.264973 9.647847 0.89 -0.34 0.98
C 13.860980 7.024413 9.322531 -0.69 0.14 -0.29
C 14.831380 7.199054 10.285337 -0.27 0.15 0.34
C 14.436602 7.570008 11.558851 0.99 0.24 0.12
C 13.102246 7.792753 11.822746 -0.49 0.01 0.56
N 12.165897 7.629882 10.905585 -0.13 0.05 -1.12
H 8.125491 7.832875 5.079384 0.08 -0.03 0.01
H 10.175157 7.812349 6.495811 -0.19 0.03 -0.07
H 7.845021 6.637781 9.896043 -0.04 0.01 -0.23
H 5.799973 6.651442 8.456905 0.27 -0.06 0.03
H 11.720076 6.732644 7.690274 -0.22 -0.10 -0.11
H 14.125665 6.719258 8.321209 -0.04 -0.02 -0.11
H 15.868838 7.071982 10.040687 0.28 -0.14 0.01
H 15.194174 7.731743 12.324856 -0.33 -0.07 -0.08
H 12.721927 8.086389 12.802921 0.27 -0.13 -0.17
N 7.840700 9.009589 11.513158 -0.16 0.77 -0.73
N 9.127463 9.375405 10.944139 -0.04 0.46 -0.34
H 7.162034 9.769075 11.372333 0.40 -0.37 0.23
H 7.978672 8.840157 12.504766 0.10 -0.06 0.11
H 9.551973 10.223815 11.357192 -0.51 -0.48 -0.27
H 8.995461 9.529023 9.925381 0.07 -0.12 1.02
```
Positions in Å, forces in eV/Å.

**HOMO energy (alpha / beta)**: -7.572 / -7.604 eV
**Gap between HOMO and LUMO (alpha / beta)**: 0.219 / 0.220 Ha
**M**: 492.05 g/mol
**Lowest unoccupied orbital energy (alpha / beta)**: -1.63 / -1.61 eV
**Energy relative to the best compared isomer or geometry (same formula, charge and spin)**: 0.0 kJ/mol
**DFT total energy**: -5824.732218 Eh
**Multiplicity**: 3
**<S²>**: 2.008


(2)
Below is C3H7NO2 as an isolated structure, with properties calculated with wB97M-V/def2-TZVPD.

The geometry in XYZ format:
```
13
Properties=species:S:1:pos:R:3:forces:R:3
O -1.745132 0.378087 -0.207183 0.00 -0.01 0.03
C -1.147790 -0.561751 0.383219 0.20 0.05 -0.01
C 0.141813 -1.089171 -0.277253 -0.14 -0.12 -0.01
O 1.316322 -0.222293 -0.237336 0.01 0.20 0.04
C 1.333352 0.995770 0.255283 -0.16 0.06 0.14
N 0.341041 1.703117 0.704427 0.33 -0.07 -0.14
H -0.553490 1.473160 0.170681 -0.08 -0.12 0.07
H -0.602478 -0.116898 1.610264 -0.08 -0.11 0.02
H -1.721784 -1.375363 0.866667 0.08 0.12 -0.05
H 0.479869 -2.022748 0.179156 -0.07 0.13 -0.01
H -0.070466 -1.249956 -1.338262 0.02 -0.01 0.12
H 2.363809 1.346836 0.340651 -0.10 -0.04 -0.03
H -0.125818 0.771438 1.501863 -0.01 -0.08 -0.18
```
Positions in Å, forces in eV/Å.

**HOMO energy**: -9.302 eV
**Gap between HOMO and LUMO**: 0.351 Ha
**M**: 89.09 g/mol
**Lowest unoccupied orbital energy**: 0.25 eV
**Energy relative to the best compared isomer or geometry (same formula, charge and spin)**: 527.4 kJ/mol
**DFT total energy**: -323.580085 Eh


(3)
Below is C14H34FeO4S3SeSi2Te as an isolated structure in a non-equilibrium geometry, with properties calculated with wB97M-V/def2-TZVPD.

The geometry in XYZ format:
```
60
Properties=species:S:1:pos:R:3:forces:R:3
Fe -0.668038 -0.492617 -1.420471 0.28 -0.06 -0.92
C -1.900973 -1.900764 -4.648627 0.31 0.16 -0.09
C -2.298357 -0.430983 -4.764521 -0.02 -0.07 0.27
S -1.855795 0.677547 -3.366821 0.29 -0.06 -0.21
C -0.478527 1.652646 -4.056961 -0.28 -0.19 0.19
C 0.807284 0.888937 -4.303005 0.17 0.01 0.24
S 1.479988 0.139227 -2.771780 -0.33 -0.37 -0.13
C 1.862904 -1.569489 -3.312040 -0.11 0.11 0.07
C 0.685497 -2.520983 -3.506962 -0.01 0.23 -0.32
S -0.178931 -2.276855 -5.103299 -0.08 -0.13 0.12
H -2.501385 -2.476745 -5.353098 -0.06 0.03 0.02
H -2.093217 -2.278495 -3.649594 -0.10 -0.08 0.05
H -3.386406 -0.370791 -4.803286 0.01 0.02 -0.05
H -1.896784 0.020302 -5.671672 -0.03 0.04 -0.01
H -0.328438 2.448426 -3.325327 -0.02 0.07 -0.05
H -0.828554 2.100891 -4.986819 0.04 0.09 0.01
H 1.571527 1.570864 -4.676930 -0.02 0.00 -0.03
H 0.656052 0.085101 -5.015799 0.00 0.01 -0.06
H 2.514879 -1.947275 -2.523296 0.04 0.01 -0.01
H 2.444578 -1.485723 -4.230041 0.09 -0.04 0.05
H -0.047331 -2.461818 -2.701103 -0.01 -0.13 0.09
H 1.067926 -3.541301 -3.521342 0.02 -0.01 0.09
C -2.990006 0.488085 4.742354 0.08 0.22 -0.21
Si -2.041272 1.465511 3.435516 0.25 0.09 0.14
C -0.956224 2.792693 4.245602 -0.19 -0.24 -0.06
C -3.169570 2.302053 2.179762 0.12 -0.32 0.20
C -0.853697 0.196333 2.643043 -0.65 0.25 -0.28
Te -0.132890 0.868951 0.752774 1.05 2.06 1.29
C 1.778725 1.405177 1.664146 0.18 -0.57 -0.31
Si 2.945045 -0.074885 1.887806 0.13 0.07 -0.05
C 3.532469 -0.572266 0.161637 0.00 0.06 0.25
C 4.422694 0.465790 2.938987 -0.20 -0.12 -0.19
C 2.110025 -1.575579 2.659753 0.06 0.26 -0.09
H -3.640494 1.125312 5.344798 -0.01 0.01 -0.02
H -2.298589 -0.019273 5.418392 0.02 0.00 -0.01
H -3.606596 -0.274080 4.261142 -0.01 0.00 0.01
H -1.556093 3.482798 4.843010 -0.01 0.01 -0.02
H -0.428440 3.379431 3.490063 0.00 -0.01 -0.02
H -0.212016 2.343311 4.907803 0.00 0.00 0.00
H -3.886148 2.974059 2.656680 0.04 -0.03 0.09
H -3.720198 1.553994 1.608800 -0.02 0.00 -0.05
H -2.572209 2.882959 1.477206 0.01 0.02 -0.03
H -1.370448 -0.746318 2.485258 0.07 -0.12 0.01
H 0.018853 0.019103 3.265790 0.06 -0.02 -0.01
H 1.564880 1.905155 2.609351 -0.21 0.03 -0.03
H 2.235079 2.141895 0.999291 0.07 0.01 0.03
H 4.096803 0.221973 -0.331296 -0.02 0.02 0.01
H 2.655990 -0.796973 -0.447864 -0.04 -0.07 -0.01
H 4.161353 -1.464508 0.199312 -0.02 0.00 0.00
H 4.942866 1.311402 2.484360 -0.01 0.01 0.00
H 5.140233 -0.351482 3.044026 0.00 0.01 0.01
H 4.108482 0.763586 3.941276 -0.02 0.00 0.00
H 1.225095 -1.852887 2.083322 -0.06 -0.05 -0.01
H 1.807018 -1.402871 3.694148 0.00 0.01 0.01
H 2.790910 -2.430157 2.657262 0.05 0.04 -0.02
O -2.271674 -2.113263 -1.579111 0.40 0.37 -1.46
Se -2.212113 -1.730624 0.006126 -1.13 -1.21 1.56
O -0.623571 -1.979887 0.339835 0.40 -0.18 -0.31
O -2.381738 -0.075446 -0.014465 0.12 0.16 -0.32
O -3.240434 -2.459174 0.956898 -0.67 -0.44 0.60
```
Positions in Å, forces in eV/Å.

**HOMO energy (alpha / beta)**: -7.571 / -7.740 eV
**Gap between HOMO and LUMO (alpha / beta)**: 0.278 / 0.274 Ha
**M**: 681.20 g/mol
**Lowest unoccupied orbital energy (alpha / beta)**: 0.00 / -0.29 eV
**Energy relative to the best compared isomer or geometry (same formula, charge and spin)**: 146.1 kJ/mol
**DFT total energy**: -6561.455536 Eh
**Multiplicity**: 5
**<S²>**: 6.013